Entry 1:
Entry from the Open Molecules 2025 dataset: a structure of composition C18H28BCoN11 (the ωB97M-V functional and the def2-TZVPD basis).

CARTESIAN COORDINATES (ANGSTROEM)
Co -0.20228 -0.22966 -0.04164
C -0.32831 1.81415 3.51648
C -0.82826 0.88272 2.62583
N -0.12618 0.91380 1.47943
N 0.83444 1.86757 1.62400
C 0.72000 2.41699 2.84830
B 1.84850 1.92566 0.46400
N 2.50105 0.52659 0.39630
C 3.70811 0.04674 0.75065
C 3.67835 -1.33196 0.70187
C 2.38179 -1.64085 0.32183
N 1.67519 -0.51434 0.13604
N 1.03207 2.12601 -0.84311
C 1.00468 3.12791 -1.73966
C 0.04691 2.85630 -2.69692
C -0.50284 1.64484 -2.31239
N 0.09892 1.21292 -1.19281
N 2.92340 3.03374 0.57591
C 4.00808 3.19777 -0.13020
C 4.63457 4.42554 0.30532
C 3.75234 4.91614 1.32280
N 2.74825 4.11845 1.49082
H -0.67999 2.03189 4.51068
H -1.64202 0.18986 2.77839
H 1.37412 3.21033 3.16255
H 4.52126 0.69890 1.02520
H 4.48422 -2.01431 0.91351
H 1.94408 -2.61883 0.19070
H 1.65417 3.98321 -1.65096
H -0.21603 3.45470 -3.55316
H -1.28474 1.08067 -2.79496
H 4.33616 2.51162 -0.89979
H 5.55489 4.85612 -0.06551
H 3.85261 5.81852 1.91003
N -3.25167 -4.73122 0.71890
C -3.03816 -3.57731 -0.24027
C -3.30149 -2.23853 0.44573
C -3.14760 -1.07568 -0.57086
N -2.20041 -0.02499 -0.05767
C -2.67910 -1.56062 -1.93560
C -1.44492 -2.44555 -1.84098
N -0.24429 -1.59834 -1.51425
C -1.62259 -3.59486 -0.81261
H -4.21326 -4.74282 1.07960
H -2.62571 -4.70581 1.53007
H -3.10653 -5.63507 0.25323
H -3.77203 -3.75653 -1.02662
H -2.58471 -2.12321 1.26877
H -4.29815 -2.20764 0.88796
H -4.11434 -0.58565 -0.68822
H -2.50621 0.25995 0.87307
H -2.35324 0.81817 -0.61428
H -2.50029 -0.71739 -2.60592
H -3.48471 -2.11625 -2.41745
H -1.25369 -2.88242 -2.82124
H -0.01918 -1.05752 -2.35173
H 0.56576 -2.21101 -1.41418
H -0.91150 -3.47970 0.01538
H -1.39947 -4.54973 -1.29034

Forces on the atoms, in the same order (eV/Å):
Co 0.03 0.02 -0.04
C 0.01 0.00 0.01
C 0.00 -0.01 -0.01
N 0.01 0.02 -0.01
N -0.01 0.01 0.01
C 0.01 -0.01 -0.03
B 0.00 0.00 0.02
N 0.00 0.00 -0.02
C 0.00 0.00 -0.01
C 0.00 0.00 0.03
C -0.01 0.00 -0.03
N -0.02 0.02 0.00
N 0.00 0.00 0.02
C 0.00 0.00 -0.01
C 0.00 0.01 0.01
C -0.01 -0.04 0.00
N -0.01 -0.04 0.07
N -0.01 0.01 -0.01
C 0.06 0.02 0.03
C -0.01 -0.01 -0.02
C 0.04 0.01 -0.01
N -0.08 -0.05 0.00
H 0.00 0.00 0.00
H 0.00 0.00 0.00
H 0.00 0.01 0.01
H 0.00 0.00 0.00
H 0.00 0.00 0.00
H 0.00 0.00 0.00
H 0.00 0.00 0.00
H 0.00 0.00 0.00
H 0.00 0.00 0.00
H 0.00 0.01 0.00
H 0.00 0.00 0.00
H 0.00 0.00 0.00
N 0.00 0.00 0.01
C -0.01 -0.01 0.02
C 0.00 -0.01 -0.01
C 0.01 0.01 -0.01
N 0.00 0.01 -0.01
C -0.02 0.00 0.00
C 0.01 0.01 -0.01
N 0.02 0.01 0.00
C 0.00 0.00 0.00
H 0.00 0.00 0.00
H 0.00 0.00 0.00
H 0.00 0.00 0.00
H 0.01 0.01 0.00
H 0.00 0.00 0.00
H 0.00 0.00 0.00
H 0.00 0.00 0.00
H 0.00 0.00 0.00
H -0.01 0.01 0.00
H 0.00 0.00 0.01
H 0.00 0.01 0.00
H 0.00 0.00 0.00
H 0.00 0.00 0.00
H -0.01 0.00 0.00
H 0.00 0.00 0.00
H 0.01 0.00 0.00

Output
Electronic energy   -73776.8580 eV
Energy above the lowest of the compared OMol25 structures with the same formula, charge and spin   0.0000 eV
Multiplicity   2
Lowest unoccupied orbital energy (spin up / spin down)   -0.4989 / -0.5329 hartree
Frontier orbital gap (spin up / spin down)   7.082 / 6.156 eV
Total charge   +4


Entry 2:
Entry from the Open Molecules 2025 dataset: a cluster of 3 separate species, C18H28BF17NO12P2S2 in total in a non-equilibrium geometry (the ωB97M-V functional and the def2-TZVPD basis).

CARTESIAN COORDINATES (ANGSTROEM)
N -0.65737 1.79309 3.19181
P 1.03035 1.87863 2.76494
O 1.27174 3.47013 2.36432
C 1.24730 0.90571 1.18813
C 2.50026 -0.03880 1.19012
O 2.07316 -1.20846 0.56495
B 0.68027 -1.02765 0.04900
C -0.00106 -2.50401 0.18513
C -1.50154 -2.44918 0.57697
C -2.39866 -2.97957 -0.52040
F -1.96146 -4.22438 -0.79646
F -2.27810 -2.28553 -1.65954
C -3.89192 -3.11502 -0.05566
F -4.09929 -2.45638 1.07875
F -4.07962 -4.39586 0.26384
C -4.97137 -2.80725 -1.11936
F -6.11533 -3.29801 -0.68488
F -4.65882 -3.55009 -2.18241
C -5.13965 -1.34502 -1.63141
F -6.44208 -1.18541 -1.92451
F -4.51285 -1.14878 -2.75668
C -4.78095 -0.16190 -0.69210
F -3.52656 -0.16610 -0.30277
F -4.88486 0.92892 -1.45375
C -5.77200 0.07720 0.50489
F -6.70621 0.93351 0.06742
F -6.41876 -1.00986 0.87670
C -5.11738 0.81167 1.69840
F -4.21748 0.06106 2.31035
F -4.50533 1.90403 1.26984
C -6.14285 1.27898 2.77409
F -6.85012 2.29976 2.39860
F -6.89848 0.30518 3.19301
F -5.42873 1.67055 3.81773
P 1.03096 -0.48166 -1.81732
O 2.05434 0.57509 -1.92106
O -0.39630 0.04190 -2.48537
O 1.53160 -1.76740 -2.72135
O 0.17685 0.03676 0.90109
H -1.21247 2.11861 2.39816
H -0.88078 0.81076 3.33349
H 0.81749 3.66786 1.52700
H 1.36548 1.61621 0.35276
H 2.94045 -0.20656 2.17942
H 3.30097 0.43612 0.60918
H 0.16209 -3.05142 -0.74557
H 0.52358 -3.06731 0.95258
H -1.80499 -1.45611 0.90407
H -1.62638 -3.11200 1.43326
H -0.90879 0.43329 -1.76434
H 0.83680 -2.01998 -3.34883
O 4.00265 6.62165 0.45657
S 2.57670 6.63793 0.35561
O 1.83482 5.45287 0.06374
O 2.14700 7.78221 -0.67450
C 2.69823 7.72889 -2.00250
C 2.07863 6.62960 -2.84469
C 1.90104 7.36696 1.80870
H 3.78381 7.62296 -1.95089
H 2.48865 8.69778 -2.45396
H 2.31961 5.64301 -2.45144
H 2.44866 6.68158 -3.86940
H 0.99193 6.71923 -2.85305
H 2.43329 8.28991 2.02325
H 2.03764 6.65083 2.61733
H 0.84187 7.55169 1.64896
O 5.59927 -3.36499 0.28884
S 4.47829 -4.09082 -0.23121
O 3.46151 -4.58578 0.64464
O 5.04099 -5.32314 -1.10288
C 5.94963 -6.22931 -0.46868
C 5.25796 -7.14804 0.52215
C 3.73258 -3.19460 -1.54594
H 6.75987 -5.67274 0.00846
H 6.39193 -6.82354 -1.26818
H 4.85498 -6.58899 1.36525
H 5.96088 -7.88674 0.91234
H 4.42382 -7.66540 0.04700
H 4.50955 -2.85687 -2.22695
H 3.21917 -2.34271 -1.10370
H 3.01989 -3.83872 -2.05112

Forces on the atoms, in the same order (eV/Å):
N 0.44 0.51 -1.02
P 0.83 -0.66 1.85
O -0.88 -0.71 -0.69
C 0.15 0.30 -0.65
C 0.34 0.92 -0.40
O 0.28 -0.24 0.00
B 1.42 -1.45 0.91
C -0.75 0.83 -0.25
C 0.45 -0.22 -0.06
C 0.88 -0.04 1.57
F -0.18 -0.79 -0.56
F -0.40 0.64 -0.62
C 0.73 -0.52 -0.75
F -0.43 1.19 0.55
F -0.32 -1.04 0.06
C 1.11 -0.06 -0.10
F -1.28 0.22 0.75
F 0.46 -0.39 -0.94
C -0.85 0.14 1.06
F -0.99 0.05 0.17
F 1.35 -0.12 -1.09
C -0.85 0.48 -0.12
F 1.24 -0.79 0.71
F -0.35 0.72 -0.74
C 0.39 0.89 -0.34
F -0.64 0.47 -0.32
F 0.06 -1.11 0.43
C -0.65 -0.28 0.29
F 0.39 -0.89 0.36
F 0.36 0.91 -0.68
C 1.58 -0.15 0.37
F -1.10 0.94 -0.81
F -1.22 -1.19 0.03
F 0.75 0.43 0.80
P -0.02 0.94 0.70
O 0.40 0.31 -0.25
O 0.26 -0.63 -0.40
O -1.29 0.42 -0.47
O -1.23 0.37 -0.03
H -0.26 -0.25 0.14
H -0.04 0.04 -0.01
H 0.34 0.33 0.05
H 0.10 0.01 0.05
H -0.43 -0.28 0.17
H -0.07 0.09 -0.08
H -0.18 -0.13 0.03
H 0.19 0.12 0.08
H -0.01 0.07 -0.12
H -0.38 -0.03 0.04
H 0.06 -0.13 -0.09
H 0.16 -0.09 0.13
O 0.06 -0.19 -0.21
S -0.38 0.33 0.30
O 0.18 -0.14 -0.11
O -0.04 0.07 0.21
C 0.20 -0.19 -0.66
C -0.04 -0.22 0.16
C -0.02 0.13 0.04
H -0.03 -0.05 0.17
H -0.09 0.09 0.27
H 0.02 0.01 -0.02
H 0.01 0.11 0.02
H 0.02 0.05 -0.05
H 0.00 -0.01 -0.03
H 0.03 -0.08 -0.08
H 0.01 -0.03 -0.02
O 0.08 -0.19 0.23
S -0.36 0.31 -0.55
O 0.18 -0.06 0.21
O 0.00 0.02 -0.14
C 0.23 -0.32 0.35
C -0.14 0.07 0.16
C 0.21 -0.08 0.02
H -0.10 0.12 0.00
H -0.11 0.16 -0.16
H 0.02 0.01 -0.02
H 0.05 0.00 -0.10
H 0.05 -0.03 -0.03
H 0.01 -0.02 0.02
H 0.06 -0.06 0.23
H -0.02 -0.01 0.06

Output
Electronic energy   -132308.1698 eV
Energy above the lowest of the compared OMol25 structures with the same formula, charge and spin   1.2093 eV
Lowest unoccupied orbital energy   0.0801 hartree
Frontier orbital gap   7.178 eV
Total charge   -1


Entry 3:
Entry from the Open Molecules 2025 dataset: a structure of composition C18H28BrFeN7O7S in a non-equilibrium geometry (the ωB97M-V functional and the def2-TZVPD basis).

CARTESIAN COORDINATES (ANGSTROEM)
Fe 0.80186 1.21969 -0.51318
O 3.63714 -4.41800 -0.16908
C 3.28163 -3.14636 -0.43144
C 2.65952 -2.75557 -1.61285
C 2.31265 -1.43111 -1.74087
N 2.52141 -0.49267 -0.81227
C 3.17635 -0.88226 0.27749
Br 3.59683 0.40790 1.58107
C 3.57242 -2.18640 0.52491
H 3.32984 -5.00490 -0.86976
H 2.43147 -3.46246 -2.40005
H 1.85014 -1.08602 -2.66008
H 4.08285 -2.45234 1.43765
N 1.70466 1.96421 -2.67250
N 0.61052 2.27707 -3.49885
C -0.64548 2.50317 -2.84435
O -1.49441 3.06660 -3.52176
O -0.76269 2.04838 -1.65716
H 2.16173 2.78744 -2.27998
H 2.38032 1.41184 -3.18448
H 0.78257 2.97652 -4.20801
C 1.80289 3.88283 2.38573
C 1.22754 3.95609 0.96551
C -0.25419 4.34449 1.03484
C 1.99395 5.02158 0.16787
N 1.35585 2.67315 0.34126
H 1.72917 4.84969 2.89497
H 2.85514 3.58859 2.35043
H 1.25856 3.13533 2.96561
H -0.37832 5.37614 1.37900
H -0.78385 3.67874 1.72002
H -0.71044 4.24096 0.04840
H 1.94548 6.00298 0.65052
H 1.56486 5.11275 -0.83408
H 3.04280 4.72994 0.07072
N -1.04754 -0.85949 -2.04862
C -1.65049 -1.88715 -1.31980
C -0.88805 -2.76653 -0.56517
C -1.50125 -3.65648 0.30370
C -2.87461 -3.65910 0.45455
C -3.64826 -2.82746 -0.35606
C -3.04328 -1.96329 -1.24973
S -3.63546 -4.52164 1.81692
O -3.94779 -3.42567 2.73426
O -4.80415 -5.17806 1.25672
O -2.58975 -5.41152 2.30020
H -0.14648 -1.05191 -2.44000
H -1.64228 -0.32504 -2.66004
H 0.19446 -2.70592 -0.60640
H -0.91442 -4.31064 0.93599
H -4.72625 -2.85645 -0.25419
H -3.64099 -1.28990 -1.85694
C -1.11187 -1.39997 2.99114
N -1.97430 -0.69327 2.05778
C -1.48421 0.07211 1.05748
N -2.36952 0.70818 0.26259
O -0.24611 0.25567 0.93771
H -1.50877 -2.39808 3.16044
H -1.06223 -0.87157 3.94463
H -0.10979 -1.46482 2.57666
H -2.93391 -1.00445 2.01113
H -3.32143 0.38487 0.24219
H -2.01201 1.16958 -0.57244

Forces on the atoms, in the same order (eV/Å):
Fe 0.11 1.02 -0.28
O 0.03 -0.06 -0.03
C 0.04 -0.05 0.06
C 0.06 0.04 -0.03
C 0.00 0.14 -0.23
N -0.10 0.15 0.34
C -0.05 -0.24 0.10
Br -0.03 0.02 -0.01
C -0.01 0.10 -0.05
H -0.02 0.03 0.02
H 0.01 0.00 0.01
H -0.06 0.01 0.06
H -0.02 -0.01 0.00
N 0.08 -0.12 0.36
N -0.09 -0.08 0.17
C -0.05 -0.10 -0.12
O -0.09 0.06 0.01
O 0.24 -0.15 -0.20
H -0.10 -0.14 0.02
H -0.03 0.01 0.00
H -0.06 0.03 0.05
C 0.03 0.05 0.08
C 0.16 -0.33 -0.01
C -0.09 -0.03 -0.04
C 0.01 -0.01 -0.09
N 0.15 0.14 -0.20
H 0.00 -0.03 0.01
H -0.01 0.03 0.00
H 0.01 0.00 -0.01
H 0.00 -0.01 0.03
H 0.00 0.00 -0.04
H 0.01 0.03 0.02
H 0.00 -0.02 0.00
H 0.01 0.00 0.02
H -0.01 0.01 0.01
N 0.09 -0.07 0.06
C -0.12 0.09 -0.18
C 0.13 -0.04 -0.01
C 0.05 0.03 0.16
C -0.13 0.23 -0.18
C 0.10 -0.14 0.11
C -0.03 0.00 0.06
S 0.12 -0.13 -0.12
O -0.02 0.13 0.07
O -0.01 0.02 0.08
O -0.08 -0.05 0.08
H 0.04 -0.12 -0.18
H 0.02 0.02 -0.04
H -0.07 -0.01 0.01
H -0.01 -0.02 -0.01
H -0.01 -0.01 -0.01
H 0.00 -0.04 -0.02
C -0.05 0.02 -0.08
N 0.20 -0.03 -0.25
C -0.11 -0.01 0.41
N -0.12 0.03 -0.03
O -0.19 -0.36 -0.09
H -0.08 -0.04 -0.03
H 0.03 0.02 0.02
H 0.03 -0.02 -0.04
H 0.02 -0.04 0.01
H 0.04 0.01 0.07
H 0.04 0.06 0.10

Output
Electronic energy   -159151.8785 eV
Energy above the lowest of the compared OMol25 structures with the same formula, charge and spin   2.2678 eV
Multiplicity   6
Lowest unoccupied orbital energy (spin up / spin down)   0.0644 / 0.0641 hartree
Frontier orbital gap (spin up / spin down)   6.917 / 6.768 eV
Total charge   -1


Entry 4:
Entry from the Open Molecules 2025 dataset: a structure of composition C18H28ClIrNO in a non-equilibrium geometry (the ωB97M-V functional and the def2-TZVPD basis).

CARTESIAN COORDINATES (ANGSTROEM)
C 0.80529 -4.50878 -2.80060
C -0.48440 -5.29230 -2.55223
C 1.08187 -4.45581 -4.30491
C 1.94503 -5.25266 -2.10305
Cl 0.65768 -2.78642 -2.13733
H 1.17135 -5.48346 -4.68660
H 2.00937 -3.91901 -4.51655
H 0.27227 -3.95060 -4.83653
H -0.36222 -6.29537 -2.98706
H -1.34925 -4.81039 -3.01294
H -0.68382 -5.39626 -1.48292
H 2.02126 -6.25575 -2.54810
H 1.75009 -5.35789 -1.03304
H 2.90049 -4.73804 -2.22431
C -1.47572 2.13787 -0.85883
C -1.00597 1.98800 -2.23105
C -1.09642 0.57575 -2.54622
H -0.67627 2.79470 -2.87779
C -1.51524 -0.14176 -1.36123
C -1.83665 0.83825 -0.35882
H -2.28715 0.63781 0.60870
H -1.59690 3.07857 -0.33371
H -0.94418 0.12791 -3.52136
H -1.64598 -1.21853 -1.28363
C 1.68345 0.71821 0.90940
C 1.73144 2.05563 0.38371
C 2.30476 2.00130 -0.95058
H 1.42296 2.96251 0.90525
C 2.58271 0.61465 -1.23516
C 2.11990 -0.18437 -0.12291
H 2.16400 -1.26844 -0.05901
H 1.39715 0.44464 1.92591
H 2.52202 2.86043 -1.58388
H 3.10160 0.22737 -2.11136
Ir 0.38194 0.94389 -0.92112
C -1.80459 4.05248 4.93001
N -1.64161 3.26217 3.72508
C -2.73151 3.26456 2.78814
C -0.62004 2.40636 3.44797
C 0.54100 2.27324 4.38220
O -0.67592 1.74973 2.39511
H -2.80849 4.48268 4.90197
H -1.08502 4.87759 5.00289
H -1.71836 3.44498 5.83827
H -2.43247 3.66780 1.81577
H -3.11471 2.25411 2.61974
H -3.52427 3.88622 3.19749
H 0.90953 1.24655 4.33928
H 1.35774 2.92352 4.05249
H 0.28226 2.51636 5.41342

Forces on the atoms, in the same order (eV/Å):
C 0.14 -1.45 -0.58
C -0.16 0.42 0.18
C -0.02 0.46 0.10
C 0.07 0.42 0.22
Cl 0.01 -0.29 -0.05
H -0.04 0.33 0.15
H -0.03 -0.10 0.02
H 0.02 -0.10 0.02
H -0.05 0.33 0.14
H 0.07 -0.06 -0.06
H 0.04 -0.04 -0.08
H -0.01 0.33 0.15
H -0.01 -0.04 -0.09
H -0.05 -0.06 -0.08
C -1.29 0.59 -0.76
C -1.99 -0.21 0.12
C -1.15 0.95 -0.36
H -0.18 -0.23 0.04
C -1.53 0.68 -0.08
C -1.11 0.03 -0.37
H 0.31 -0.03 -0.23
H 0.01 -0.18 -0.22
H 0.40 0.04 0.21
H 0.08 0.31 -0.05
C 1.22 -0.17 0.60
C 1.43 0.93 0.56
C 1.53 0.04 1.04
H 0.33 -0.34 -0.20
C 1.10 0.76 0.31
C 1.19 0.46 1.09
H -0.02 0.28 -0.03
H -0.08 0.03 -0.62
H -0.06 -0.34 0.20
H -0.46 0.13 0.11
Ir 0.49 -4.10 -1.83
C -0.45 0.29 0.26
N -1.69 0.75 0.13
C -1.06 0.49 -0.15
C 2.47 -2.15 -1.07
C -0.10 0.03 0.29
O -0.49 1.17 1.41
H 0.32 -0.04 0.10
H 0.22 -0.23 -0.19
H 0.21 -0.13 -0.20
H 0.20 -0.08 0.08
H 0.20 0.00 0.04
H 0.03 -0.08 -0.20
H -0.12 0.12 -0.02
H -0.12 0.06 0.05
H 0.15 0.02 -0.09

Output
Electronic energy   -37995.1002 eV
Multiplicity   6
Lowest unoccupied orbital energy (spin up / spin down)   -0.2204 / -0.4098 hartree
Frontier orbital gap (spin up / spin down)   5.552 / 3.968 eV
Total charge   +2